No. 1
Entry from OMol25: a molecular structure, C25H41MnN2O8P2S (wB97M-V/def2-TZVPD).

XYZ file:
```
80
Properties=species:S:1:pos:R:3
C -20.0180 -0.8045 10.5786
H -20.3035 -3.7653 16.0314
O -18.1785 -4.9104 14.7685
H -10.2288 -4.4702 12.7053
H -12.9844 -6.2310 12.8703
H -20.8895 -7.3583 7.4750
H -20.9205 -7.4939 4.9713
C -20.5081 -2.9705 9.6785
O -15.2358 -3.6777 11.0017
H -21.1205 -3.7110 9.1711
C -15.5656 -4.9370 16.9719
C -15.0976 0.4756 13.6331
H -20.1770 -6.7868 2.8349
H -14.7792 -4.2672 16.6125
O -13.4818 -3.6505 12.9050
H -12.1976 -3.7288 11.2659
H -12.1999 -0.8834 12.2156
H -13.8039 -1.1652 14.1303
H -15.8380 -2.9271 14.5739
H -16.6460 -7.2867 17.8121
P -16.8451 -5.0869 13.9088
H -14.7490 -6.7893 16.1767
C -19.4656 -4.4513 14.1597
H -16.8275 -8.1405 16.2293
H -20.9550 -2.9509 14.5493
O -14.7736 -1.5163 12.2755
H -17.7808 -4.5229 4.7808
H -19.2386 -4.0271 13.1743
H -17.6568 -4.4783 7.2426
H -13.2251 0.3953 11.5199
H -13.2990 -5.9030 11.1198
H -17.8106 -6.6398 16.6075
H -11.3559 -4.5466 14.1397
C -16.8261 -7.1356 16.7281
H -14.5935 1.2188 14.2522
H -16.9725 -2.8078 13.2944
H -12.3418 0.6711 13.0684
C -16.1055 -3.4427 13.6188
O -20.7033 -6.2234 9.6448
C -20.0308 -3.3441 15.0360
H -20.3252 0.2309 10.7746
C -20.3669 -5.6704 14.0339
H -15.9552 0.0958 14.2237
C -18.4518 -5.1756 5.3668
S -19.3347 -5.9506 9.2543
H -11.6317 -6.2001 11.7430
Mn -16.8337 -4.9718 10.7573
C -19.4607 -6.0453 3.2034
C -19.2405 -3.3814 10.1184
H -15.4908 1.0025 12.7242
C -12.8955 -0.0600 12.4691
P -14.8141 -3.0935 12.3529
H -21.2714 -5.4029 13.4769
C -19.4090 -5.9786 4.7118
O -17.1108 -5.7980 12.5749
C -19.3493 -5.8439 7.4830
N -18.4289 -2.5590 10.8066
N -18.6714 -4.5885 9.8695
C -18.8321 -1.3327 11.0651
O -15.9166 -5.9449 14.7705
O -18.2464 -6.8926 9.5878
C -15.7041 -6.2497 16.2254
C -18.4134 -5.0922 6.7464
C -12.3375 -4.2845 12.2108
C -14.0820 -0.5750 13.2398
H -19.3400 -2.5182 15.2198
H -19.7140 -5.0727 2.7191
C -12.6138 -5.7504 11.9578
C -20.2316 -6.7225 6.8610
H -18.1459 -0.7321 11.6434
C -11.1492 -4.0751 13.1600
H -18.4751 -6.3421 2.7704
H -10.9576 -3.0058 13.3355
H -16.5207 -4.3797 16.8970
H -20.6459 -6.0316 15.0489
H -15.3969 -5.1841 18.0407
C -20.8642 -1.6639 9.8633
H -19.8996 -6.4895 13.4884
H -21.8094 -1.2863 9.4908
C -20.2687 -6.7811 5.4760
```

Properties
DFT total energy (eV): -106685.2926
Spin multiplicity: 6
Charge: +1
⟨S²⟩: 8.754
HOMO-LUMO gap (spin up / spin down) (eV): 8.48 / 8.14
LUMO level (spin up / spin down) (hartree): -0.0732 / -0.0886
Highest occupied orbital energy (spin up / spin down) (eV): -10.468 / -10.552

Mulliken atomic charge list, values in e, 5 entries:
1. C -0.850
2. H 0.321
3. O -0.020
4. H 0.442
5. H 0.217


No. 2
Entry from OMol25: a molecular structure, C20H27N6OReS2 (wB97M-V/def2-TZVPD).

XYZ file:
```
57
Properties=species:S:1:pos:R:3
C 1.4217 2.6168 1.4533
H 0.3924 -2.2479 2.6205
N -0.6825 -1.5696 -1.4004
H -2.5642 -0.9469 3.8221
C -0.2771 0.3367 -2.8096
H 2.8482 -2.2338 -1.6272
N 1.3818 1.8096 0.6474
H 4.0153 -2.4722 1.8964
H 3.5390 0.0655 1.5148
H -3.3002 -3.6878 -1.1197
C 1.6353 3.6405 2.4988
H 4.4408 -1.5785 0.3168
C -2.3516 -1.0542 -3.0745
H 3.1711 -3.8369 -0.0398
H 2.6076 3.4787 2.9680
C -1.1523 -0.8489 -2.4551
C 3.6497 -1.9641 0.9601
H -4.2747 1.9893 0.1840
H 0.7516 3.5431 3.1436
C -3.1536 -2.1144 -2.6017
Re 1.5533 -0.0964 -0.3514
H 2.7705 5.1231 -4.1758
H -1.3809 -2.3231 3.0350
C -0.5289 -1.6820 2.8627
H -2.7234 -0.4211 -3.8591
H 2.4019 -0.7863 2.2708
H 1.5512 4.6437 2.0552
C -4.7319 1.0168 2.0347
N 1.2618 1.9475 -2.6322
C -4.2806 0.2207 3.1152
N 2.1189 -2.1621 -0.9283
H -5.7158 1.4605 2.1559
H 1.4325 4.0151 -3.7430
N 2.8496 -0.7174 1.3299
C -2.6152 0.8572 0.9154
N 0.6891 0.7206 -2.0921
H -1.1482 -2.9670 -0.0323
H -4.1546 -2.2380 -3.0399
H -4.8870 0.0001 3.9421
H -1.9736 0.9944 0.0798
C 2.6684 -2.9184 0.2697
C -2.9781 -0.2916 3.0331
H -0.4745 0.9505 -3.7282
C -2.6932 -2.8862 -1.5753
C -2.1571 -0.0342 1.9290
C -3.9381 1.3200 0.9750
C 2.5501 1.9892 -2.4063
H -0.3671 -1.0867 3.8266
H 1.8238 -3.0523 0.9262
C -0.8542 -0.6623 1.8602
O -0.0294 -0.3427 0.9766
C 2.4668 4.0768 -4.1017
S 3.6301 3.1882 -2.9824
H 2.5369 3.5995 -5.0941
H 1.2249 -2.5798 -1.3121
C -1.4525 -2.5272 -0.9827
S 3.4558 0.7260 -1.4539
```

Properties
DFT total energy (eV): -55940.7010
Spin multiplicity: 4
Charge: +3
⟨S²⟩: 3.777
HOMO-LUMO gap (spin up / spin down) (eV): 7.94 / 5.97
LUMO level (spin up / spin down) (hartree): -0.3309 / -0.4019
Highest occupied orbital energy (spin up / spin down) (eV): -16.941 / -16.909

Mulliken atomic charge list, values in e, 5 entries:
1. C 0.363
2. H 0.160
3. N 0.082
4. H 0.414
5. C -0.162


No. 3
Entry from OMol25: a molecular structure, C4H7N3 (wB97M-V/def2-TZVPD).

XYZ file:
```
14
Properties=species:S:1:pos:R:3
H 1.5214 0.8763 1.0839
C -0.1195 0.0050 -0.1973
H -1.5635 -1.4212 -0.2805
N 0.9520 0.6392 -2.1978
H 0.7929 2.6033 -1.2024
H 0.7187 1.2083 -3.0218
N -0.3755 0.6473 -1.4941
H -0.3285 -0.5665 2.2780
C 0.7765 1.5190 -1.0829
C 0.8918 0.7897 0.2152
H -0.0262 -2.2412 1.7653
H -1.6862 -1.6909 2.1198
C -0.7255 -1.3988 1.6852
N -0.9118 -0.9518 0.3253
```

Properties
DFT total energy (eV): -8727.8576
Spin multiplicity: 1
Charge: 0
HOMO-LUMO gap (eV): 8.87
LUMO level (hartree): 0.0397
Highest occupied orbital energy (eV): -7.790

Mulliken atomic charge list, values in e, 5 entries:
1. H 0.378
2. C 0.239
3. H 0.246
4. N -0.470
5. H 0.302


No. 4
Entry from OMol25: C4H7NO2 in the gas phase (wB97M-V/def2-TZVPD).

XYZ file:
```
14
Properties=species:S:1:pos:R:3
H -2.5742 1.3862 0.4427
O 1.7346 1.2486 -0.8297
N -0.9693 0.0928 0.0195
C 1.5599 -0.6039 0.6840
H 1.1785 0.1193 1.4144
H -2.4301 0.9137 -1.2691
H -0.2440 0.8091 0.0156
C 2.0911 0.1308 -0.5330
H -3.0007 -0.2691 -0.0655
C -0.7402 -1.2178 0.0747
O 0.5501 -1.5520 0.3074
C -2.3204 0.5661 -0.2361
H 2.3537 -1.2011 1.1408
H 2.8109 -0.4228 -1.1657
```

Properties
DFT total energy (eV): -9844.0135
Spin multiplicity: 1
Charge: 0
HOMO-LUMO gap (eV): 9.09
LUMO level (hartree): 0.0143
Highest occupied orbital energy (eV): -8.701

Mulliken atomic charge list, values in e, 5 entries:
1. H 0.316
2. O -0.485
3. N 0.176
4. C -0.611
5. H 0.406